{
  "formula": "C46H92FN6O6PSi",
  "method": "wB97M-V/def2-TZVPD",
  "elements": ["C", "C", "C", "C", "C", "C", "C", "C", "C", "C", "P", "C", "C", "F", "C", "C", "C", "C", "C", "C", "C", "C", "Si", "C", "C", "C", "C", "C", "C", "C", "C", "H", "H", "H", "H", "H", "H", "H", "H", "H", "H", "H", "H", "H", "H", "H", "H", "H", "H", "H", "H", "H", "H", "H", "H", "H", "H", "H", "H", "H", "H", "H", "H", "H", "H", "H", "H", "H", "H", "H", "H", "H", "H", "H", "H", "H", "H", "H", "H", "H", "H", "C", "O", "N", "C", "C", "H", "H", "H", "H", "H", "H", "H", "C", "O", "N", "C", "C", "H", "H", "H", "H", "H", "H", "H", "C", "O", "N", "C", "C", "H", "H", "H", "H", "H", "H", "H", "C", "O", "N", "C", "C", "H", "H", "H", "H", "H", "H", "H", "C", "O", "N", "C", "C", "H", "H", "H", "H", "H", "H", "H", "C", "O", "N", "C", "C", "H", "H", "H", "H", "H", "H", "H"],
  "positions_angstrom": [[4.82070, -2.14768, -1.92365], [5.27147, -1.40310, -0.62741], [5.78677, -2.24172, 0.57389], [5.22490, -0.01829, -0.59020], [4.26438, 0.77840, 0.31094], [4.80201, 2.15400, 0.83895], [4.65994, 3.36846, -0.13078], [5.10135, 3.09624, -1.60186], [3.23363, 4.03969, -0.08470], [2.09907, 3.19679, -0.76706], [0.80109, 4.16260, -1.70201], [1.48889, 5.77521, -2.35640], [2.87172, 5.64083, -3.05318], [3.75524, 6.57383, -2.48212], [-0.50132, 4.66053, -0.42834], [-1.87729, 4.64431, -1.18878], [-3.04393, 5.23779, -0.34112], [-4.40748, 4.76139, -0.99116], [-5.55305, 4.74137, 0.07322], [-6.42329, 3.44751, -0.10338], [-7.53720, 3.45731, 1.00863], [-8.99423, 3.39210, 0.43216], [-9.82345, 1.67465, 0.53603], [-11.47609, 1.96010, 1.45711], [-8.81576, 0.39567, 1.50482], [-10.23111, 1.05973, -1.23248], [-9.24692, 1.03360, -2.25589], [-9.60681, 0.60839, -3.56001], [-10.94863, 0.22181, -3.79340], [-11.92421, 0.20718, -2.77361], [-11.57251, 0.63161, -1.46271], [4.35052, -3.12344, -1.69869], [5.67258, -2.38274, -2.60648], [4.15495, -1.47558, -2.49098], [6.88189, -2.13980, 0.67496], [5.56535, -3.30522, 0.35654], [5.22938, -1.94159, 1.48387], [5.89383, 0.52696, -1.28724], [4.10224, 0.13928, 1.21365], [3.28734, 0.83230, -0.20066], [5.87664, 2.01760, 1.06115], [4.23872, 2.37584, 1.77256], [5.34482, 4.15573, 0.25452], [4.48443, 2.35396, -2.13924], [6.13102, 2.67732, -1.58078], [5.18003, 4.05892, -2.14055], [2.98930, 4.12892, 0.99904], [3.27729, 5.08699, -0.45173], [1.57779, 2.64570, 0.04677], [2.48376, 2.40769, -1.44051], [1.46976, 6.52667, -1.54296], [0.76960, 6.12050, -3.12821], [2.75891, 5.90103, -4.12550], [3.26789, 4.60901, -3.02687], [-0.49903, 3.97593, 0.44139], [-0.27051, 5.69975, -0.10242], [-1.72916, 5.28076, -2.08804], [-2.04493, 3.58534, -1.47252], [-2.98300, 6.34319, -0.43188], [-2.97389, 4.96663, 0.72812], [-4.60624, 5.42560, -1.85186], [-4.18673, 3.74856, -1.39124], [-6.24459, 5.57802, -0.16771], [-5.14768, 4.83062, 1.09699], [-6.86011, 3.49887, -1.12371], [-5.79082, 2.53715, -0.03978], [-7.31337, 2.66843, 1.75032], [-7.45627, 4.42097, 1.55577], [-9.04118, 3.78326, -0.60789], [-9.60302, 4.10528, 1.03127], [-11.91239, 0.96752, 1.68548], [-11.32897, 2.59450, 2.34735], [-12.16440, 2.49329, 0.76582], [-7.87054, 0.16332, 0.97512], [-9.44803, -0.50935, 1.61589], [-8.56591, 0.83358, 2.49023], [-8.20288, 1.33429, -2.07032], [-8.91208, 0.58787, -4.41007], [-11.26370, -0.08325, -4.80592], [-12.95357, -0.11390, -2.98723], [-12.33835, 0.61534, -0.67940], [7.39265, -5.70456, -0.89594], [6.63765, -4.82538, -1.27542], [8.72099, -5.56442, -0.72899], [9.56220, -6.65873, -0.27138], [9.32625, -4.27667, -1.01704], [7.03119, -6.71748, -0.65200], [10.05433, -6.37035, 0.65952], [10.31960, -6.87141, -1.02966], [8.97554, -7.55253, -0.09677], [8.87666, -3.51160, -0.38127], [9.14015, -4.01093, -2.05930], [10.39829, -4.31830, -0.83627], [6.86726, 6.59295, -0.31214], [7.32864, 5.51310, -0.62707], [7.38146, 7.40909, 0.63521], [6.77952, 8.68583, 0.96176], [8.57576, 6.98845, 1.34606], [5.96208, 7.00167, -0.79277], [7.50168, 9.48582, 0.78275], [6.48920, 8.69328, 2.01497], [5.89660, 8.86133, 0.34907], [9.38754, 6.83267, 0.63366], [8.38104, 6.04487, 1.85857], [8.86662, 7.74530, 2.07185], [-10.35779, 2.07049, -7.93842], [-10.49424, 2.01383, -9.14482], [-10.35361, 3.20788, -7.20993], [-10.18554, 3.20049, -5.76918], [-10.52324, 4.47626, -7.89582], [-10.22209, 1.16338, -7.32398], [-11.06293, 3.65245, -5.30099], [-9.29572, 3.77829, -5.50712], [-10.07083, 2.18445, -5.39957], [-11.47824, 4.47997, -8.42388], [-9.72412, 4.60423, -8.62791], [-10.49806, 5.29555, -7.18022], [8.77508, -10.11614, 1.64622], [9.38698, -9.24841, 1.03277], [7.63274, -9.90106, 2.33486], [6.93555, -10.95922, 3.05162], [7.08000, -8.55842, 2.35896], [9.12273, -11.15953, 1.68237], [5.92502, -11.06055, 2.64708], [6.87560, -10.69696, 4.11118], [7.46002, -11.91107, 2.94929], [6.86420, -8.23417, 1.33906], [7.80920, -7.87067, 2.79221], [6.16565, -8.53940, 2.94815], [9.91180, -13.72487, 3.10943], [9.15805, -12.84144, 2.72843], [11.23876, -13.58466, 3.26489], [12.08252, -14.67223, 3.72158], [11.84563, -12.29695, 2.96372], [9.54708, -14.73318, 3.36142], [12.58255, -14.37988, 4.64708], [12.83404, -14.89266, 2.96096], [11.49026, -15.56707, 3.90540], [11.40163, -11.52835, 3.59836], [11.65246, -12.03778, 1.92162], [12.91864, -12.33849, 3.13661], [-9.51088, 2.39488, 4.89682], [-9.96686, 3.19572, 4.10242], [-10.21862, 1.77831, 5.86605], [-9.61257, 0.83189, 6.78141], [-11.63520, 2.07581, 5.99256], [-8.44735, 2.10166, 4.88341], [-10.10703, -0.13701, 6.68342], [-9.72748, 1.19188, 7.80618], [-8.55233, 0.71256, 6.56405], [-12.14489, 1.82145, 5.06180], [-11.76764, 3.14287, 6.17814], [-12.06632, 1.50584, 6.81294]],
  "lumo_energy_ev": 0.5,
  "gap_ha": 0.25477
}

{
  "formula": "C31H39BBrCaN9P",
  "method": "wB97M-V/def2-TZVPD",
  "elements": ["Ca", "C", "C", "N", "N", "C", "B", "N", "C", "C", "C", "N", "N", "C", "C", "C", "N", "N", "C", "C", "C", "N", "H", "H", "H", "H", "H", "H", "H", "H", "H", "H", "H", "H", "C", "C", "C", "C", "P", "C", "C", "C", "C", "C", "C", "C", "C", "C", "C", "H", "H", "H", "H", "H", "H", "H", "H", "H", "H", "H", "H", "H", "H", "H", "H", "H", "H", "H", "H", "H", "H", "H", "Br", "C", "C", "C", "C", "N", "C", "H", "H", "H", "H"],
  "positions_angstrom": [[-0.49748, -0.30865, 0.02160], [-0.03074, 4.12734, 1.02886], [-0.65697, 3.14987, 0.27053], [-0.36010, 1.92816, 0.71193], [0.46827, 2.09972, 1.79018], [0.66818, 3.41678, 1.98625], [0.82108, 0.89101, 2.72801], [1.86597, -0.06095, 1.97779], [3.09998, -0.35810, 2.43358], [3.63138, -1.38067, 1.67391], [2.62903, -1.67764, 0.75838], [1.57536, -0.88305, 0.93105], [-0.49672, 0.12128, 3.07833], [-1.10150, 0.10207, 4.28546], [-2.24964, -0.65238, 4.20133], [-2.28881, -1.06727, 2.87282], [-1.24551, -0.59876, 2.19824], [1.47746, 1.26972, 4.04260], [1.70626, 0.40834, 5.07583], [2.33752, 1.09618, 6.07543], [2.45114, 2.40677, 5.57225], [1.92587, 2.50523, 4.37001], [-0.09331, 5.19563, 0.92987], [-1.32589, 3.27150, -0.56834], [1.26937, 3.74003, 2.81770], [3.52444, 0.17866, 3.26218], [4.59188, -1.84839, 1.79144], [2.61873, -2.43001, -0.01446], [-0.68560, 0.63278, 5.12291], [-2.95104, -0.86481, 4.98677], [-3.02986, -1.67206, 2.37379], [1.41483, -0.62739, 5.01382], [2.66437, 0.71275, 7.02494], [2.88170, 3.27568, 6.04125], [3.94907, 3.08541, -3.28817], [3.40381, 2.11737, -2.22085], [2.54975, 2.89355, -1.21026], [4.54206, 1.41113, -1.48493], [2.31249, 0.90634, -3.09260], [0.93147, 1.67710, -3.91866], [0.88092, 1.81413, -5.30989], [-0.21434, 2.41787, -5.90446], [-1.26672, 2.87823, -5.12376], [-1.22050, 2.75160, -3.74108], [-0.12493, 2.15742, -3.13840], [3.02834, -0.55211, -3.97465], [1.89715, -1.27034, -4.72023], [3.62071, -1.51614, -2.93812], [4.12753, -0.10153, -4.95452], [4.57043, 3.82666, -2.78234], [3.14401, 3.61561, -3.79795], [4.57130, 2.58099, -4.02665], [3.20262, 3.61134, -0.71139], [2.12687, 2.24206, -0.44183], [1.74996, 3.45925, -1.68581], [5.10040, 2.17220, -0.93808], [5.23979, 0.92383, -2.16450], [4.17410, 0.68452, -0.75786], [1.69699, 1.47102, -5.93027], [-0.24501, 2.53553, -6.97864], [-2.11888, 3.34823, -5.59503], [-2.03377, 3.12985, -3.13527], [-0.07457, 2.09483, -2.05662], [1.07049, -1.52774, -4.05304], [2.30426, -2.19995, -5.11929], [1.49936, -0.69677, -5.55334], [2.85637, -1.87625, -2.24875], [4.43363, -1.08358, -2.36172], [4.01672, -2.37558, -3.48075], [3.76401, 0.61007, -5.69545], [4.48739, -0.98212, -5.49005], [4.97836, 0.33674, -4.43475], [-4.35203, -0.63386, -4.77231], [-3.39004, -1.60530, -3.48426], [-3.40742, -2.99236, -3.45526], [-2.67218, -3.64094, -2.47565], [-1.94860, -2.88725, -1.56831], [-1.93209, -1.54894, -1.59440], [-2.64383, -0.92495, -2.53669], [-3.98490, -3.55050, -4.17925], [-2.66189, -4.71938, -2.41142], [-1.37606, -3.37245, -0.78559], [-2.62341, 0.15903, -2.54469]],
  "spin_multiplicity": 2,
  "lumo_energy_ev": [-5.1, -8.1],
  "gap_ha": [0.30576, 0.19481],
  "charge": 2,
  "s_squared": 0.7540
}

{
  "formula": "C3H10NO2S2",
  "method": "wB97M-V/def2-TZVPD",
  "elements": ["N", "C", "C", "O", "C", "S", "S", "H", "H", "H", "H", "H", "H", "H", "H", "H", "H", "O"],
  "positions_angstrom": [[-0.09093, -0.08806, 1.66020], [0.06258, -1.08952, 0.55291], [1.20626, -0.41949, -0.42750], [1.43235, 0.74871, -0.55680], [-1.23891, -1.21689, -0.17385], [-1.44302, -2.53415, -1.43090], [-0.89150, -1.71302, -3.19937], [0.37376, 0.94159, 1.36242], [-1.01175, -0.04404, 1.90204], [0.49401, -0.42717, 2.52777], [0.44235, -2.01320, 0.94185], [1.70042, -1.11351, -1.15777], [-2.00787, -1.35780, 0.50325], [-1.65068, -0.26013, -0.72855], [-1.58890, -0.59293, -3.57268], [1.54193, 4.05027, 1.31115], [1.52809, 3.64782, -0.14565], [1.14179, 3.48151, 0.63149]],
  "lumo_energy_ev": -3.7,
  "gap_ha": 0.31833,
  "charge": 1
}

In eV, the energy above the lowest of the compared OMol25 structures with the same formula, charge and spin values for the records above are, in order, 1.305, 0.000, 2.164.